Entry 1:
{"formula": "C26H33F5N3PPdSSi", "method": "ωB97M-V/def2-TZVPD", "symbols": ["Pd", "S", "P", "Si", "F", "F", "F", "F", "F", "N", "N", "N", "C", "C", "C", "C", "C", "C", "C", "C", "C", "C", "C", "C", "C", "C", "C", "C", "C", "C", "C", "C", "C", "C", "C", "C", "C", "C", "H", "H", "H", "H", "H", "H", "H", "H", "H", "H", "H", "H", "H", "H", "H", "H", "H", "H", "H", "H", "H", "H", "H", "H", "H", "H", "H", "H", "H", "H", "H", "H", "H"], "coordinates": [[-0.219, -0.285, -1.115], [-2.028, -1.474, -2.228], [-0.316, -0.594, 1.390], [0.257, 1.898, -1.454], [-4.442, -0.731, -3.741], [-6.823, 0.053, -2.851], [-7.336, 0.180, -0.178], [-5.385, -0.553, 1.587], [-3.027, -1.397, 0.734], [-0.222, -1.529, 4.070], [0.508, -3.096, 2.362], [1.932, -1.225, 2.995], [4.760, -0.518, -2.966], [-0.229, -2.915, 3.607], [0.997, 2.382, -3.102], [-6.142, -0.227, -0.619], [-0.153, -2.440, 1.222], [4.820, -1.799, -0.817], [-5.877, -0.303, -1.974], [5.097, 0.689, -0.798], [-0.967, -0.644, 3.153], [1.211, 2.735, -0.065], [-3.592, -1.076, -1.557], [-2.071, 3.038, -0.206], [-4.285, 3.026, -1.141], [-4.637, -0.721, -2.419], [1.439, -0.274, 1.940], [-3.792, 2.403, -2.280], [2.923, -0.325, -1.345], [-5.149, -0.595, 0.268], [1.722, -0.151, -1.242], [-3.422, 3.344, -0.102], [4.382, -0.486, -1.479], [-3.922, -1.016, -0.205], [-2.445, 2.089, -2.372], [1.113, -1.101, 4.276], [-1.556, 2.405, -1.340], [1.853, -2.677, 2.511], [5.838, -0.652, -3.083], [-0.967, 0.371, 3.558], [-4.462, 2.149, -3.092], [1.112, 3.466, -3.182], [-1.410, 3.293, 0.616], [4.891, 0.698, 0.275], [-5.340, 3.261, -1.062], [0.223, -3.542, 4.379], [0.398, -2.665, 0.306], [2.093, -0.356, 1.068], [0.361, 2.047, -3.923], [4.248, -1.336, -3.473], [-1.154, -2.855, 1.096], [2.908, -1.011, 3.203], [0.797, 2.463, 0.909], [1.155, -0.054, 4.577], [4.324, -2.650, -1.284], [-1.259, -3.233, 3.456], [4.758, 1.638, -1.214], [1.519, 0.735, 2.347], [2.368, -3.274, 3.267], [5.901, -1.931, -0.905], [-3.801, 3.829, 0.788], [6.177, 0.613, -0.940], [4.472, 0.415, -3.452], [1.971, 1.907, -3.206], [1.182, 3.824, -0.148], [4.566, -1.794, 0.247], [-2.085, 1.563, -3.249], [-2.006, -0.976, 3.128], [2.251, 2.408, -0.109], [2.386, -2.718, 1.561], [1.608, -1.727, 5.021]], "mulliken_charge": [-0.43, -0.35, 1.83, 1.02, -0.43, -0.35, -0.35, -0.36, -0.22, 0.20, 0.17, 0.13, -1.73, -0.92, -0.99, 0.64, -1.24, -1.48, 0.41, -1.62, -1.45, -1.03, 0.47, -0.31, -0.55, 0.00, -0.50, -0.58, 0.40, 0.03, -1.13, -0.73, 2.04, -0.05, -0.64, -0.81, 0.62, -0.81, 0.43, 0.46, 0.46, 0.37, 0.29, 0.27, 0.43, 0.29, 0.49, -0.33, 0.31, 0.36, 0.44, 0.37, 0.09, 0.38, 0.36, 0.42, 0.33, 0.54, 0.37, 0.43, 0.39, 0.44, 0.32, 0.08, 0.53, 0.19, 0.26, 0.45, 0.10, 0.40, 0.37], "homo_lumo_gap_ev": 6.235, "e_lumo_ha": -0.0234, "relative_energy_kj_mol": 55.8, "homo_ha": -0.2525, "e_tot_ha": -2830.9637}

Entry 2:
{"formula": "C26H33F7N3O20", "method": "ωB97M-V/def2-TZVPD", "symbols": ["F", "F", "F", "F", "F", "F", "F", "O", "O", "O", "O", "O", "O", "O", "O", "O", "O", "O", "O", "O", "O", "O", "O", "O", "O", "O", "O", "N", "N", "N", "C", "C", "C", "C", "C", "C", "C", "C", "C", "C", "C", "C", "C", "C", "C", "C", "C", "C", "C", "C", "C", "C", "C", "C", "C", "C", "H", "H", "H", "H", "H", "H", "H", "H", "H", "H", "H", "H", "H", "H", "H", "H", "H", "H", "H", "H", "H", "H", "H", "H", "H", "H", "H", "H", "H", "H", "H", "H", "H"], "coordinates": [[-7.826, -0.329, 7.904], [11.774, -1.133, -0.042], [6.674, 0.242, -1.119], [-5.574, -4.245, -3.900], [-3.651, -2.393, 3.110], [-0.182, -2.453, -6.511], [-3.599, 6.646, 0.736], [-3.675, -3.089, -4.214], [4.824, -2.570, -1.749], [7.851, -3.189, -0.132], [2.104, -0.667, -4.689], [9.919, -3.938, -0.677], [-1.992, -1.644, -3.757], [0.023, 5.077, 2.748], [-1.928, 1.991, -0.808], [-0.949, 7.119, 2.854], [-3.286, -2.462, -2.081], [-1.938, 5.465, 1.680], [0.064, 1.677, 1.321], [4.567, -0.505, -0.883], [2.755, -1.826, -1.209], [3.396, 0.152, -6.358], [-8.739, 0.441, 6.002], [-7.051, -0.036, 4.582], [9.667, -1.875, 0.195], [1.717, -1.294, -6.823], [-8.833, 1.161, 3.859], [-4.081, 0.604, 0.939], [-2.485, -1.221, 1.156], [-4.754, 1.753, 0.574], [-0.572, 2.458, -1.045], [-1.984, 0.539, -0.799], [-4.470, -3.250, -2.082], [-8.262, 0.579, 4.735], [3.941, -1.649, -1.277], [2.489, -0.537, -5.992], [-4.594, -0.216, 2.040], [-6.660, -0.487, 5.871], [1.380, 1.277, 1.771], [0.923, -1.456, -4.692], [0.095, 2.783, 0.390], [-4.354, -3.998, -3.371], [-3.544, -1.350, 2.156], [11.035, -2.216, 0.294], [-7.970, -0.592, 6.585], [-2.901, 6.478, 1.885], [9.039, -3.015, -0.201], [-2.885, -0.002, 0.441], [-2.904, -2.334, -3.386], [-2.071, 7.683, 2.191], [-0.871, 5.819, 2.453], [11.190, -3.305, -0.717], [1.838, -0.183, 1.186], [1.039, -2.204, -5.981], [6.095, -1.933, -1.788], [5.937, -0.843, -0.781], [-0.563, 3.617, 0.855], [6.279, -1.552, -2.798], [-6.141, -1.445, 5.812], [0.049, -0.800, -4.662], [-0.641, 3.478, -1.596], [2.975, -0.166, 0.978], [-4.501, -3.914, -1.217], [1.705, -0.971, 2.028], [-5.553, 0.003, 2.629], [-5.343, -2.593, -2.052], [-1.736, 8.205, 1.290], [-4.346, 2.207, -0.257], [2.207, 2.052, 1.629], [0.893, -2.120, -3.827], [-4.720, 2.410, 1.369], [6.167, -1.143, 0.245], [-3.580, 6.183, 2.691], [0.058, 1.756, -1.697], [-2.591, 8.394, 2.835], [-8.480, -1.550, 6.451], [11.374, -2.923, -1.725], [-1.662, -1.824, 0.998], [1.610, -3.135, -5.912], [11.265, -2.518, 1.320], [-3.785, -4.930, -3.302], [1.127, 3.235, 0.193], [-5.989, 0.248, 6.325], [1.282, -0.470, 0.231], [-0.899, 0.188, -0.592], [6.895, -2.632, -1.524], [11.986, -4.005, -0.457], [-2.386, 0.097, -1.776], [1.295, 1.113, 2.919]], "mulliken_charge": [-0.28, -0.28, -0.32, -0.28, -0.25, -0.28, -0.28, -0.29, -0.35, -0.61, -0.29, -0.29, -0.44, -0.49, -0.34, -0.33, -0.14, -0.23, -0.23, -0.31, -0.53, -0.53, -0.30, -0.20, -0.23, -0.30, -0.50, 0.63, 0.20, -0.97, -0.65, 0.47, -0.49, 0.56, 0.65, 0.55, -0.56, -0.45, -0.50, -0.21, 0.21, 0.28, 0.31, 0.31, 0.29, 0.28, 0.66, -0.01, 0.49, -0.45, 0.60, -0.44, -0.33, 0.34, -0.34, 0.42, -0.31, 0.32, 0.31, 0.19, 0.34, 0.06, 0.30, 0.25, 0.61, 0.31, 0.28, 0.31, 0.34, 0.27, 0.29, 0.34, 0.29, 0.25, 0.28, 0.29, 0.29, 0.27, 0.28, 0.31, 0.29, 0.49, 0.27, 0.07, -0.42, 0.14, 0.26, 0.25, 0.28], "homo_lumo_gap_ev": 8.718, "e_lumo_ha": -0.1087, "relative_energy_kj_mol": 388.4, "homo_ha": -0.4290, "total_charge": 1, "e_tot_ha": -3378.3031}

Entry 3:
{"formula": "C26H33IrN6P2", "method": "ωB97M-V/def2-TZVPD", "symbols": ["Ir", "P", "P", "N", "N", "N", "N", "N", "N", "C", "C", "C", "C", "C", "C", "C", "C", "C", "C", "C", "C", "C", "C", "C", "C", "C", "C", "C", "C", "C", "C", "C", "C", "C", "C", "H", "H", "H", "H", "H", "H", "H", "H", "H", "H", "H", "H", "H", "H", "H", "H", "H", "H", "H", "H", "H", "H", "H", "H", "H", "H", "H", "H", "H", "H", "H", "H", "H"], "coordinates": [[0.096, -0.588, -0.199], [0.788, -1.215, 1.986], [1.951, -1.834, -0.901], [-2.293, 2.657, 1.265], [0.381, -2.754, -0.586], [-1.291, 0.870, 0.491], [-0.407, -4.290, 1.062], [-2.061, -5.840, 0.865], [-1.614, -4.532, -0.970], [1.766, 3.498, -1.631], [1.280, 2.248, -1.373], [-0.021, 1.247, -4.723], [1.571, -2.974, 1.502], [-0.393, -1.625, 3.310], [1.092, 3.308, -3.931], [-1.360, -4.873, 0.282], [0.639, 1.475, -2.378], [-0.484, -0.512, -3.146], [3.960, -2.736, 1.012], [-1.161, 2.163, 0.745], [2.115, -0.363, 2.869], [3.217, -3.864, 3.054], [2.662, -2.582, 0.621], [3.186, -0.468, -1.142], [1.657, 4.042, -2.929], [-3.195, 1.629, 1.356], [0.569, 2.013, -3.688], [-0.540, 0.016, -4.458], [-2.569, 0.523, 0.876], [-2.517, 4.042, 1.666], [2.295, -2.733, -2.439], [0.090, 0.184, -2.106], [1.906, -3.728, 2.669], [4.233, -3.359, 2.241], [0.392, -3.374, 0.590], [2.249, 4.071, -0.849], [5.264, -3.489, 2.547], [2.041, 5.033, -3.131], [0.084, -2.040, 4.197], [1.100, -4.176, 3.236], [-2.283, 4.178, 2.720], [-2.243, -5.065, -1.548], [-2.741, -6.388, 0.366], [-0.934, -1.483, -2.964], [1.400, 1.807, -0.386], [3.474, -4.396, 3.959], [2.923, -0.099, 2.189], [4.184, -0.907, -1.233], [2.501, -0.977, 3.684], [2.939, 0.054, -2.066], [-2.952, -0.473, 0.745], [-1.078, -3.760, -1.362], [1.035, 3.713, -4.933], [-4.193, 1.769, 1.732], [-0.898, -0.696, 3.584], [1.695, 0.553, 3.288], [4.777, -2.424, 0.375], [-1.131, -2.329, 2.926], [-0.294, 2.764, 0.537], [-3.557, 4.302, 1.493], [2.487, -3.783, -2.219], [-1.804, -6.122, 1.796], [3.145, -2.296, -2.958], [-0.051, 1.654, -5.726], [3.168, 0.238, -0.313], [1.407, -2.667, -3.067], [-1.002, -0.561, -5.249], [-1.886, 4.695, 1.069]], "mulliken_charge": [1.24, 0.88, 1.66, 0.12, -1.37, -0.03, -0.54, -0.36, -0.24, -1.29, -0.56, -0.87, 1.11, -1.40, -0.75, 0.44, 1.46, -0.30, -0.71, -0.32, -1.42, -1.02, -0.03, -1.90, -0.71, -0.47, 0.87, -0.97, -0.62, -0.87, -1.35, -0.64, -0.40, -0.63, 0.09, 0.48, 0.49, 0.41, 0.44, 0.59, 0.32, 0.21, 0.21, 0.44, 0.78, 0.50, 0.29, 0.67, 0.45, 0.49, 0.51, 0.21, 0.43, 0.47, 0.48, 0.51, 0.50, 0.37, 0.48, 0.34, 0.45, 0.24, 0.45, 0.41, 0.24, 0.29, 0.44, 0.35], "homo_lumo_gap_ev": 4.375, "e_lumo_ha": -0.2851, "relative_energy_kj_mol": 317.3, "homo_ha": -0.4458, "total_charge": 2, "e_tot_ha": -2125.6147}